Here is 5 unconnected molecules or ions with the total composition C24H72ClN12O8P4 from the Open Molecules 2025 dataset. Energies are from ωB97M-V/def2-TZVPD.

Atoms and positions in Å:
Cl  1.37201  1.56739  1.46937
P  3.00810  -3.65655  9.24672
P  -4.63799  3.35632  -7.06277
P  -3.07101  -6.27022  2.77380
P  3.07324  7.80826  -4.07520
O  -2.84139  -4.89650  3.31741
O  1.68113  7.56899  -3.49796
O  0.33905  1.30650  0.51963
O  1.31041  3.02687  1.61589
O  2.68759  1.29253  1.04228
O  1.93350  -2.82507  8.68121
O  -4.64569  3.73930  -5.61274
O  1.02277  0.95838  2.71774
N  -3.27584  -7.43126  4.05050
N  3.40044  9.35469  -4.76472
N  3.43853  6.61516  -5.27444
N  4.38092  7.68967  -2.89152
N  -1.79280  -6.79800  1.76514
N  4.46742  -3.64971  8.36373
N  2.49430  -5.23233  9.24314
N  -3.32086  2.28599  -7.41960
N  -4.45636  4.69480  -8.13632
N  -6.00698  2.46797  -7.51586
N  -4.38060  -6.31830  1.66306
N  3.44065  -3.32929  10.95232
C  -4.34175  -5.80097  0.23098
C  4.27270  -4.10837  11.79421
C  2.27767  -6.16609  10.39315
C  2.52584  -5.91883  7.93771
C  4.19651  8.41240  -1.58798
C  3.99083  10.45209  -3.95821
C  -3.45634  -8.91502  3.80835
C  2.96369  -2.04713  11.53157
C  -6.19158  1.97475  -8.93150
C  -6.48915  1.60958  -6.50973
C  -3.01714  1.14700  -6.57887
C  -5.73625  -6.66275  2.14464
C  5.60773  6.87987  -3.06823
C  -1.68603  -8.06294  1.04770
C  5.59571  -4.63117  8.65408
C  -3.58663  -6.99089  5.44295
C  2.61280  9.80626  -5.89933
C  4.76817  -2.86662  7.17469
C  4.25282  7.13358  -6.32922
C  -0.65244  -5.78918  1.38872
C  -2.98204  2.04480  -8.84158
C  -3.45129  5.56235  -7.88172
C  -5.41618  5.02869  -9.20770
C  3.33845  5.18215  -5.10013
H  -6.43854  4.66855  -9.09286
H  5.67531  6.18263  -2.23313
H  1.25020  -6.50800  10.26866
H  6.55157  -4.15023  8.86176
H  3.76952  -4.53908  12.65990
H  -3.69104  1.39679  -9.35684
H  -5.83856  0.94381  -8.90603
H  -2.87149  2.97324  -9.40182
H  0.00810  -6.17487  0.61216
H  3.47553  10.84362  -3.08113
H  4.35882  -1.86269  7.28716
H  -3.88836  6.55444  -7.76844
H  5.79295  -5.16666  7.72540
H  6.36056  7.66040  -3.17836
H  4.83912  9.29280  -1.58097
H  -6.37085  -5.77931  2.21479
H  -2.78992  5.49166  -8.74524
H  4.32710  -3.28028  6.26781
H  -4.61122  -6.89769  5.80299
H  2.66462  4.75644  -5.84365
H  2.09159  -1.57236  11.08197
H  -3.26823  -9.49127  4.71425
H  -3.12719  -6.01888  5.62243
H  3.80509  -1.36160  11.43061
H  -1.34813  -8.04198  0.01162
H  2.95873  4.96793  -4.10112
H  2.97995  -6.99854  10.34923
H  2.69351  -2.25885  12.56612
H  5.85192  -2.78531  7.09105
H  -5.19448  -5.17425  -0.03013
H  -2.77951  5.27139  -7.07416
H  -2.61400  -8.62236  1.16607
H  3.70768  7.65035  -7.11908
H  -2.02471  1.52471  -8.87506
H  4.72595  6.31426  -6.87048
H  -4.42261  -9.23760  3.42059
H  -5.76433  0.85523  -6.20362
H  -5.71358  2.44047  -9.79331
H  -1.96144  0.95610  -6.77160
H  -2.81984  -9.28505  3.00458
H  -5.77392  -7.20377  3.09014
H  -3.08765  -7.72400  6.07672
H  4.37064  4.83511  -5.05269
H  -3.11128  1.48913  -5.54825
H  -3.40344  -5.27971  0.04133
H  0.04773  -5.63425  2.20961
H  5.61664  -5.21861  9.57200
H  -1.12821  -4.88383  1.01178
H  -3.59973  0.24033  -6.74208
H  3.52116  -6.18228  7.57989
H  -6.20066  -7.30673  1.39785
H  4.31937  7.78026  -0.70855
H  -4.86303  4.84871  -10.12951
H  5.09499  -3.58713  12.28435
H  -7.39431  1.05665  -6.76083
H  5.45401  6.44358  -4.05520
H  1.86534  10.37189  -5.34303
H  2.10864  -5.33591  7.11658
H  -7.26715  1.96356  -9.10794
H  3.19103  8.82961  -1.64320
H  2.16393  -5.70321  11.37341
H  1.86059  -6.76932  8.08676
H  4.26672  11.21488  -4.68631
H  4.92506  10.02545  -3.59310
H  5.07104  7.73931  -5.93974
H  2.33225  8.99313  -6.56882
H  3.09703  10.60286  -6.46418
H  -4.38028  -6.65691  -0.44282
H  -0.81009  -8.49037  1.53571
H  4.69139  -4.93186  11.21571
H  -5.57692  6.10159  -9.10212
H  -6.76738  2.23458  -5.66117

Summary:
Gap between HOMO and LUMO   6.66 eV
ΔE to the lowest compared entry with this formula, charge and spin   1.023 eV
Total charge   -1
Electronic energy   -109988.8847 eV
Highest occupied orbital energy   -0.1732 Ha
Molar mass   816.3 g mol⁻¹